Formula: C3H4F3N
Source: the Open Molecules 2025 dataset
Level of theory: wB97M-V/def2-TZVPD

XYZ file:
```
11
Properties=species:S:1:pos:R:3:forces:R:3
C -0.318 1.550 -0.281 1.7166 -3.6194 0.7855
C 0.583 -0.859 0.515 0.7500 -2.6052 -1.1489
C -0.174 2.905 -0.797 -2.2770 1.9970 -0.4707
N 1.207 0.249 -0.094 -3.2062 3.4142 -0.1773
F -1.576 1.063 -0.347 1.2889 -0.0039 0.1657
F 0.813 3.546 -0.153 0.0618 0.2737 0.2278
F 0.139 2.918 -2.112 0.4000 -0.1330 -0.8028
H 1.268 -1.445 1.253 -0.8504 0.9564 -1.6210
H 0.185 -1.526 -0.365 1.1025 0.5325 1.3362
H -0.322 -0.685 1.002 -1.4387 0.6718 1.1696
H -1.228 3.522 -0.772 2.4525 -1.4840 0.5358
```
Forces are in eV/Å.

Summary:
Maximum force: 4.687 eV/A
Energy above the lowest of the compared OMol25 structures with the same formula, charge and spin: 140.88 kcal per mole
Net charge: 0

=====

Formula: C3H4F3NS
Source: the Open Molecules 2025 dataset
Level of theory: wB97M-V/def2-TZVPD

XYZ file:
```
12
Properties=species:S:1:pos:R:3:forces:R:3
C 1.311 -0.045 -0.948 0.6471 1.4201 -2.1109
N 0.203 -0.925 -0.488 0.1232 -1.3006 -0.9442
C -0.936 -0.473 0.166 4.5464 0.4722 -0.6652
S -2.110 -1.446 0.195 -5.1263 -2.9419 0.4087
C -0.873 0.710 1.094 1.8379 1.7625 0.1120
F -0.054 0.464 2.140 0.0522 -0.3086 -0.3779
F -2.019 1.074 1.624 -0.1970 0.1935 -0.6348
F -0.280 1.797 0.435 -1.1585 -0.8802 0.7145
H 2.165 -0.470 -1.795 -2.8452 0.6413 2.8583
H 1.819 0.396 -0.046 -0.1453 -0.6347 -1.0442
H 0.790 0.856 -1.487 1.2831 -1.5866 0.8012
H -0.017 -1.938 -0.889 0.9824 3.1629 0.8824
```
Forces are in eV/Å.

Summary:
Maximum force: 5.925 eV/A
Structure (SMILES): CNC(=S)C(F)(F)F
Energy above the lowest of the compared OMol25 structures with the same formula, charge and spin: 31.67 kcal per mole
Net charge: 0